No. 1
Entry from the OMol25 dataset: a molecular structure, C38H28N8O2RuS3 (wB97M-V/def2-TZVPD).

The value obtained for the HOMO-LUMO gap (alpha / beta) is 5.70 / 4.70 eV. As for the total charge: +2. The largest force on an atom comes out at 1.8 eV/A. As for the LUMO energy (alpha / beta): -6.92 / -7.92 eV. The spin multiplicity is 5. For the energy, the calculation gives -3342.32300 Ha.

```
80
Properties=species:S:1:pos:R:3:forces:R:3
Ru 0.27976 -0.33181 -0.04722 1.642 -0.449 0.533
S -0.64806 -3.40261 -6.56289 -0.010 0.176 0.274
C -2.28598 -3.72797 -6.87115 -0.175 0.019 0.052
C -3.09983 -3.26826 -5.87671 -0.074 -0.066 -0.173
C -2.38041 -2.63958 -4.84310 0.360 0.130 0.137
C -1.02102 -2.62150 -5.05909 -0.325 -0.251 -0.439
C 0.02361 -2.12017 -4.18342 0.331 0.106 0.159
C -0.31587 -1.44936 -2.99039 -0.008 0.097 -0.180
N 0.57149 -1.09162 -2.08211 0.010 0.044 0.225
C 1.88435 -1.35346 -2.29551 -0.005 -0.182 -0.384
C 2.33928 -1.88899 -3.50931 -0.064 0.153 0.300
C 3.75252 -2.03930 -3.70038 0.140 -0.043 -0.006
C 4.62559 -1.73791 -2.71422 0.053 -0.054 -0.141
C 4.17104 -1.29648 -1.42761 -0.294 0.016 0.051
C 5.02556 -1.01320 -0.35616 -0.203 0.064 0.291
C 4.50531 -0.62038 0.87267 -0.094 -0.171 -0.388
C 3.10632 -0.62842 1.00498 0.138 -0.038 0.140
N 2.27702 -0.82180 -0.00835 0.394 -0.070 -0.183
C 2.79471 -1.12876 -1.22849 0.292 -0.036 -0.010
C 5.32896 -0.15296 1.97469 0.455 0.250 0.354
C 4.92682 0.30806 3.20856 -0.154 -0.282 -0.295
C 5.98663 0.81086 3.98660 0.249 0.063 0.099
C 7.18753 0.73717 3.34104 -0.101 0.003 0.113
S 7.04104 0.05795 1.79024 -0.313 -0.064 0.006
C 1.37842 -2.28675 -4.44426 -0.315 0.040 0.041
H -2.58348 -4.24022 -7.77230 0.064 0.004 -0.009
H -4.17399 -3.37497 -5.88720 0.011 -0.017 -0.026
H -2.85285 -2.22202 -3.96531 -0.021 -0.016 0.008
H -1.34639 -1.19198 -2.78595 -0.019 -0.074 0.066
H 4.10319 -2.40106 -4.65830 0.030 -0.013 0.023
H 5.69131 -1.84672 -2.86871 -0.011 -0.009 -0.027
H 6.09621 -1.10888 -0.48811 0.016 0.060 -0.062
H 2.65677 -0.47359 1.97460 -0.057 0.156 -0.048
H 3.90648 0.25676 3.56481 -0.005 0.078 -0.004
H 5.87673 1.20898 4.98425 -0.010 -0.029 -0.001
H 8.15222 1.03957 3.71619 0.011 -0.006 -0.048
H 1.69743 -2.76005 -5.36484 0.049 0.014 -0.005
S -0.86412 -2.61382 0.20141 -0.477 0.442 -0.102
C -2.42168 -1.89731 0.09284 1.147 -0.945 0.312
N -3.45116 -2.70994 -0.09864 -0.279 -0.103 -0.137
N -4.69199 -2.38243 0.09742 0.255 0.078 -0.160
C -5.25992 -1.49075 1.01446 -0.242 0.456 0.414
C -4.64104 -1.20762 2.23613 0.116 -0.165 -0.188
C -5.25413 -0.33990 3.11483 -0.076 0.063 0.054
C -6.47248 0.25036 2.78760 0.003 -0.027 -0.038
C -7.09827 -0.05822 1.58564 -0.053 0.019 0.094
C -6.50877 -0.94457 0.70616 0.215 -0.127 -0.179
N -2.61125 -0.53555 0.14692 -0.633 1.005 -0.120
N -1.60733 0.18822 -0.03313 -1.478 -0.412 0.107
C -1.77130 1.57841 0.10003 -0.197 1.053 -0.279
C -2.59178 2.12480 1.08521 0.057 -0.314 0.010
C -2.56194 3.49048 1.29288 -0.037 0.076 0.006
C -1.73658 4.30366 0.52289 0.017 -0.016 -0.043
C -0.95432 3.75925 -0.48883 0.006 0.037 -0.053
C -0.97360 2.39695 -0.70916 -0.191 -0.335 0.057
H -5.33381 -2.95550 -0.43809 -0.022 -0.125 0.057
H -3.71650 -1.69967 2.51056 0.052 0.042 -0.025
H -4.79518 -0.13769 4.07342 0.010 -0.006 -0.014
H -6.94681 0.93157 3.48080 0.005 -0.005 0.005
H -8.05347 0.38436 1.33976 0.000 -0.007 0.001
H -6.99046 -1.19503 -0.23183 -0.015 0.017 0.010
H -3.18997 1.46826 1.70313 -0.015 0.000 0.018
H -3.17810 3.92844 2.06654 0.006 -0.019 0.006
H -1.70850 5.36949 0.70660 -0.021 -0.003 -0.001
H -0.32211 4.38812 -1.10011 -0.039 0.024 -0.008
H -0.40025 1.95112 -1.51569 0.119 0.087 0.034
C 2.80012 4.03209 2.25994 0.139 0.123 -0.099
N 1.88479 2.90098 2.37969 -0.103 -0.087 -0.059
C 1.29244 2.56220 3.55824 -0.054 -0.111 0.032
C 0.45807 1.50526 3.69398 -0.044 -0.010 0.086
C 0.20461 0.71355 2.52896 0.046 0.066 0.018
O -0.47231 -0.33173 2.43594 0.001 -0.046 0.040
N 0.78156 1.11946 1.36731 -0.305 -0.483 -0.269
C 1.64226 2.16532 1.22284 0.229 0.200 -0.213
O 2.17848 2.42818 0.15896 -0.091 -0.031 0.125
H 2.95862 4.47603 3.23848 -0.053 -0.050 0.034
H 2.38920 4.77876 1.58247 -0.014 -0.019 0.016
H 3.75157 3.69444 1.85347 -0.014 -0.013 0.025
H 1.54475 3.19078 4.40187 0.010 0.029 -0.024
H 0.01422 1.24059 4.64053 0.030 0.039 0.009
```
Positions in Å, forces in eV/Å.

---

No. 2
Entry from the OMol25 dataset: a molecular structure, C38H29ClCrN9O2PS2 (wB97M-V/def2-TZVPD).

The value obtained for the HOMO-LUMO gap (alpha / beta) is 5.94 / 6.22 eV. As for the total charge: +1. The largest force on an atom comes out at 1.7 eV/A. As for the LUMO energy (alpha / beta): -4.12 / -3.83 eV. The spin multiplicity is 2. For the energy, the calculation gives -4750.99535 Ha.

```
83
Properties=species:S:1:pos:R:3:forces:R:3
Cr -0.68840 -0.13840 -0.01860 1.493 0.336 0.216
Cl 4.09600 2.99580 4.50670 0.111 0.074 0.080
C 3.20200 2.04820 3.37670 -0.349 0.044 -0.128
C 3.77310 0.88870 2.82920 -0.238 0.014 -0.016
C 3.06840 0.12790 1.93640 -0.300 -0.211 -0.078
C 1.74850 0.45990 1.53320 0.320 1.050 1.055
O 1.14740 -0.24350 0.64370 -1.621 -0.532 -0.213
C 1.17040 1.63410 2.12630 0.536 -0.464 -0.333
C -0.15320 2.05820 1.87050 -0.299 -0.180 -0.190
N -1.06510 1.35300 1.26010 0.999 0.133 0.484
C -2.37010 1.82930 1.18290 -1.110 0.458 0.222
C -2.91700 2.82750 1.96720 0.408 -0.409 -0.318
C -4.23470 3.25010 1.77470 -0.345 -0.021 -0.214
C -5.02810 2.66850 0.82560 0.103 0.043 0.168
C -4.53810 1.59120 0.06120 0.366 -0.081 0.016
C -5.32840 0.89640 -0.87360 0.410 -0.309 -0.154
C -4.77870 -0.16630 -1.54460 -0.318 0.344 0.169
C -3.45330 -0.52810 -1.28780 0.330 -0.195 -0.052
N -2.66630 0.11110 -0.43720 -0.798 -0.212 0.039
C -3.19910 1.16320 0.24310 -0.393 0.527 0.461
C 1.93050 2.41530 3.02190 0.359 -0.071 0.110
H 4.77310 0.60360 3.11520 0.124 -0.010 0.008
H 3.51420 -0.75030 1.49440 0.062 -0.064 -0.022
H -0.40580 3.04590 2.24810 -0.124 -0.060 0.058
H -2.33570 3.30490 2.73860 0.080 0.033 0.095
H -4.62400 4.04440 2.38910 -0.047 0.132 0.065
H -6.03970 3.00340 0.66490 -0.149 0.046 0.007
H -6.34700 1.20660 -1.04070 -0.162 0.015 -0.055
H -5.35600 -0.72580 -2.26300 0.035 -0.085 -0.063
H -3.02900 -1.37770 -1.80540 0.063 0.042 0.020
H 1.48760 3.30120 3.45130 -0.017 0.125 0.052
N -1.09350 -0.89870 3.43970 0.015 0.078 0.148
C -1.10580 -1.91260 2.55690 -0.264 -0.428 0.326
N -1.00510 -1.77920 1.26000 -0.165 0.303 -0.231
C -1.04370 -3.00320 0.62250 -0.099 -1.003 0.729
C -1.23260 -4.07080 1.43950 0.049 0.517 -0.235
S -1.33450 -3.55980 3.08550 0.131 0.436 -0.353
C -0.85480 -2.97410 -0.80670 0.062 -0.953 -0.700
C -0.85600 -3.98680 -1.71420 -0.036 0.564 0.345
S -0.64420 -3.36560 -3.31270 0.067 0.464 0.227
C -0.58110 -1.74860 -2.64760 -0.177 -0.217 -1.097
N -0.66180 -1.71920 -1.33730 0.124 0.427 0.173
N -0.57020 -0.66080 -3.40600 -0.090 -0.028 0.288
H -0.78300 0.00390 3.11620 0.002 -0.023 0.031
H -0.96420 -1.11550 4.41410 -0.005 0.106 -0.049
H -1.31960 -5.10400 1.17470 0.030 -0.229 -0.059
H -0.97990 -5.03870 -1.57010 -0.023 -0.260 0.189
H -0.39010 -0.70680 -4.39570 0.064 -0.012 -0.024
H -0.42030 0.22580 -2.92000 -0.043 -0.134 -0.258
O -0.41160 1.26220 -1.38180 -0.245 -0.150 -0.323
N -0.95650 2.43810 -1.16910 -0.318 0.853 0.042
C -1.59810 3.03670 -2.13360 0.790 -1.138 0.731
C -2.25590 4.25450 -1.85000 -0.091 0.548 0.289
N -2.83790 5.21760 -1.63420 -0.150 0.257 0.078
C -1.79600 2.44110 -3.40320 0.107 -0.697 -0.625
N -1.91240 1.81400 -4.35850 -0.064 0.148 -0.159
C 2.83330 -2.11500 -1.39920 -0.103 0.410 -0.123
P 2.36360 -0.36410 -1.78600 0.601 -0.102 -0.750
C 2.32330 -0.40270 -3.62300 0.143 -0.112 0.165
C 2.29070 -1.56230 -4.39060 0.166 0.131 0.144
C 2.03940 -1.49440 -5.75120 -0.118 -0.054 -0.146
C 1.81020 -0.27250 -6.36100 -0.032 -0.088 -0.095
C 1.87870 0.89260 -5.61160 -0.064 0.094 0.016
C 2.12720 0.82560 -4.25460 0.110 -0.108 0.023
C 3.99240 0.46530 -1.56050 -0.258 -0.117 -0.095
C 5.10670 0.07110 -2.29440 0.103 0.090 0.097
C 6.32290 0.70010 -2.10430 0.099 -0.085 -0.114
C 6.44300 1.72450 -1.17800 0.006 0.037 0.072
C 5.33250 2.14280 -0.46570 0.083 0.114 0.031
C 4.11010 1.52370 -0.66830 -0.059 -0.049 -0.118
H 3.66780 -2.44640 -2.01230 0.084 -0.115 0.010
H 1.97370 -2.76240 -1.56140 -0.059 -0.140 -0.038
H 3.10540 -2.18290 -0.34950 0.029 0.018 0.085
H 2.45610 -2.52800 -3.93850 0.023 -0.113 0.085
H 2.01500 -2.40370 -6.33310 -0.007 -0.086 -0.094
H 1.58170 -0.22780 -7.41450 0.034 0.017 -0.122
H 1.71800 1.84840 -6.08570 -0.012 0.115 -0.051
H 2.16830 1.72930 -3.66140 -0.039 0.153 0.034
H 5.01990 -0.71220 -3.03310 -0.009 -0.117 -0.071
H 7.17930 0.39730 -2.68890 0.084 -0.035 -0.016
H 7.40040 2.19810 -1.02100 0.067 0.076 -0.003
H 5.41260 2.95950 0.23780 0.019 0.056 0.050
H 3.23680 1.87060 -0.13680 -0.084 0.069 0.050
```
Positions in Å, forces in eV/Å.

---

No. 3
Entry from the OMol25 dataset: a molecular structure, C38H29IN2PPdS3Te (wB97M-V/def2-TZVPD).

The value obtained for the HOMO-LUMO gap (alpha / beta) is 7.73 / 4.99 eV. As for the total charge: +1. The largest force on an atom comes out at 1.4 eV/A. As for the LUMO energy (alpha / beta): -2.61 / -5.22 eV. The spin multiplicity is 3. For the energy, the calculation gives -3804.25444 Ha.

```
76
Properties=species:S:1:pos:R:3:forces:R:3
Pd -0.41680 0.13611 0.48976 0.739 -0.157 0.405
I 2.01980 -1.47994 0.41330 0.064 0.324 0.393
C 3.17439 -0.41865 1.86928 -0.201 -0.189 -0.441
C 4.46068 -0.20521 1.45675 -0.145 -0.081 -0.122
C 5.44066 0.24135 2.35706 0.074 0.041 0.162
C 5.11566 0.39139 3.67104 0.070 -0.011 -0.132
C 3.78918 0.19161 4.11836 -0.127 -0.032 -0.148
C 3.50978 0.30241 5.49911 -0.086 -0.005 0.095
C 2.25349 0.09239 5.98460 0.103 0.032 0.078
C 1.20487 -0.11927 5.07975 0.041 -0.043 -0.199
C 1.41411 -0.18566 3.71885 -0.244 0.003 -0.004
P -0.14145 -0.11016 2.76232 -0.001 0.189 0.135
C -1.07615 -1.53332 3.41134 -0.069 0.122 -0.066
C -2.17903 -1.37469 4.24829 0.062 -0.048 -0.055
C -2.84349 -2.49256 4.73359 -0.045 0.032 0.001
C -2.41198 -3.76478 4.39236 -0.066 -0.050 0.036
C -1.31504 -3.92805 3.55650 0.007 0.043 -0.019
C -0.65334 -2.81643 3.06140 0.001 -0.033 0.011
C -1.05189 1.36214 3.33351 0.004 -0.065 -0.109
C -0.55103 2.36124 4.16092 -0.014 -0.006 -0.054
C -1.33047 3.47378 4.45400 0.026 -0.011 0.000
C -2.60990 3.59036 3.93461 -0.019 0.053 0.061
C -3.11190 2.60454 3.09444 -0.055 -0.017 0.029
C -2.33140 1.50699 2.77781 0.016 -0.001 0.131
C 2.74455 -0.14475 3.19730 0.131 0.117 0.169
H 4.73662 -0.42153 0.43353 0.034 -0.001 0.023
H 6.45192 0.40241 2.01048 -0.005 0.011 -0.008
H 5.87272 0.65626 4.39795 -0.019 0.016 0.016
H 4.32601 0.54421 6.16840 0.010 -0.027 -0.002
H 2.04985 0.13238 7.04600 0.014 0.017 -0.005
H 0.19465 -0.19766 5.46319 -0.021 0.015 0.014
H -2.51671 -0.38424 4.52328 -0.018 -0.039 0.033
H -3.69990 -2.36163 5.38214 0.011 -0.024 0.009
H -2.92973 -4.63172 4.78194 0.006 0.002 -0.012
H -0.97455 -4.92049 3.29236 -0.001 0.002 -0.006
H 0.19933 -2.94968 2.40751 0.027 0.007 0.007
H 0.44606 2.28818 4.57094 0.043 -0.026 0.019
H -0.93039 4.25282 5.08941 -0.010 -0.007 0.012
H -3.21232 4.45538 4.17909 -0.008 -0.004 -0.025
H -4.11070 2.69749 2.68755 0.011 -0.018 -0.029
H -2.71909 0.73625 2.11727 -0.051 0.013 0.007
C -3.21652 -2.21578 0.15517 0.235 -0.015 0.014
Te -2.15543 -0.85880 -1.15495 -0.948 -0.251 -0.204
C -3.89411 0.40172 -0.93216 0.170 0.038 -0.097
C -4.91900 -0.39604 -0.16929 0.078 -0.073 -0.006
C -6.19019 0.13196 0.04252 -0.070 -0.033 0.047
C -7.14335 -0.59602 0.73339 -0.009 0.076 -0.027
C -6.83632 -1.86366 1.20969 0.025 -0.035 0.028
C -5.57293 -2.39056 1.00625 -0.048 -0.032 0.059
C -4.60447 -1.65958 0.32283 0.003 0.145 -0.036
H -2.69700 -2.27281 1.11203 0.047 0.025 -0.046
H -3.21527 -3.20871 -0.29140 -0.016 0.038 -0.068
H -4.24802 0.65962 -1.92880 0.012 -0.002 0.001
H -3.62722 1.32112 -0.41231 0.096 -0.020 -0.017
H -6.43768 1.11431 -0.34212 0.026 -0.001 -0.006
H -8.12702 -0.17579 0.89609 -0.004 -0.021 -0.016
H -7.58335 -2.44020 1.73888 0.008 -0.002 0.002
H -5.33326 -3.37722 1.38524 0.017 0.007 -0.014
S -1.82455 6.99912 0.96914 0.200 -0.125 -0.240
C -0.98844 5.76573 0.28776 -0.493 0.128 0.481
S -0.90051 4.17808 1.01385 0.429 0.086 -0.698
C 0.04533 3.61967 -0.37483 -0.565 -0.444 1.149
N 0.24030 4.55908 -1.26137 0.283 0.509 -0.562
N -0.30455 5.72453 -0.91832 0.249 -0.412 0.066
C -0.20337 6.77296 -1.89303 -0.032 0.267 -0.407
C -0.01943 8.10468 -1.54345 0.051 -0.204 0.124
C 0.04555 9.06285 -2.54294 0.017 0.038 -0.012
C -0.05417 8.70398 -3.87748 0.014 -0.019 0.010
C -0.19822 7.36696 -4.22002 0.002 0.019 -0.029
C -0.27200 6.40124 -3.23434 -0.120 -0.104 0.196
S 0.66420 2.06462 -0.51817 0.137 0.264 -0.193
H 0.09991 8.39474 -0.51418 -0.081 0.000 0.123
H 0.18313 10.09968 -2.26780 0.008 -0.004 0.001
H -0.00881 9.46009 -4.64957 0.007 0.003 0.009
H -0.25930 7.07264 -5.25900 -0.003 0.000 0.006
H -0.38661 5.35671 -3.48528 -0.016 0.011 -0.052
```
Positions in Å, forces in eV/Å.